Formula: C5H34N2O12
Source: the Open Molecules 2025 dataset
Level of theory: wB97M-V/def2-TZVPD

Each line ends with the natural charge from an NBO analysis.
Cartesian coordinates (Å):
1 C 2.05167 -2.87388 0.46388  -0.4236
2 N 0.79552 -2.14406 0.35910  -0.6907
3 C -0.07762 -2.60017 -0.70837  -0.2119
4 C -1.42622 -1.82811 -0.57867  -0.2251
5 N -1.63430 -1.14667 0.67902  -0.6574
6 C -3.03298 -0.78322 0.91665  -0.3304
7 C -3.05930 0.41318 1.83632  0.5119
8 O -2.06562 0.99786 2.17218  -0.6282
9 H 2.46081 -2.86574 1.48187  0.2036
10 H 1.95455 -3.93670 0.19546  0.1712
11 H 2.84383 -2.40576 -0.13169  0.1942
12 H 0.44027 -1.85381 1.26086  0.3911
13 H -0.25036 -3.66653 -0.55215  0.1674
14 H 0.41993 -2.38755 -1.64760  0.1998
15 H -2.25870 -2.48173 -0.79455  0.1923
16 H -1.38195 -1.11804 -1.41725  0.1870
17 H -1.10133 -0.29442 0.80162  0.3808
18 H -3.50341 -1.63731 1.41876  0.2089
19 H -3.58581 -0.56146 -0.00475  0.2161
20 H -3.97113 0.61903 2.40014  0.1392
21 O -0.07681 2.43923 1.17926  -1.0432
22 H 0.56242 2.97166 1.69415  0.4979
23 H -0.59584 1.86518 1.77162  0.5171
24 O 5.00405 1.06312 -1.74898  -0.9761
25 H 4.86892 1.88503 -2.21271  0.4730
26 H 4.39657 0.42624 -2.17761  0.5098
27 O 1.29849 2.74758 -1.15953  -0.9609
28 H 0.61494 2.72238 -0.45331  0.5007
29 H 1.97893 3.22299 -0.64394  0.4695
30 O 4.48750 0.42702 0.91159  -0.9715
31 H 4.47780 0.63169 -0.04108  0.4989
32 H 4.21821 1.22578 1.36044  0.4515
33 O -2.39688 3.99093 -0.12087  -0.9508
34 H -1.75932 3.26794 0.06077  0.5010
35 H -2.24214 4.58153 0.62816  0.4786
36 O 3.30824 -0.83139 -3.16442  -0.9798
37 H 2.67406 -0.95671 -2.44429  0.5039
38 H 2.74605 -0.78242 -3.93489  0.4725
39 O 1.49114 3.43409 3.07194  -0.9407
40 H 1.75597 2.52919 3.19690  0.4860
41 H 0.86466 3.65689 3.78047  0.4911
42 O -3.47479 -0.69843 -3.27126  -0.9345
43 H -3.00666 -1.30832 -3.77694  0.4685
44 H -4.38595 -0.93822 -3.33018  0.4678
45 O -4.22704 2.07867 0.35433  -0.9745
46 H -3.72843 2.91969 0.24452  0.4986
47 H -4.35352 1.84202 -0.55709  0.4683
48 O 1.50833 0.01420 -1.39564  -1.0273
49 H 1.45193 1.00634 -1.41864  0.5113
50 H 1.57106 -0.28802 -0.48595  0.4956
51 O -1.01292 -4.55572 2.02519  -0.9414
52 H -1.51489 -3.75933 2.13328  0.4710
53 H -0.12191 -4.27573 1.77387  0.4720

Atoms 1-2, force components in eV/Å:
0.3 0.1 0.3
1.6 0.2 0.3

Output
Net charge = 0
Frontier orbital gap = 0.306 Eh
HOMO energy = -8.4 eV
Relative energy (zero: lowest compared OMol25 entry of this formula, charge and spin) = 3.368 eV
Multiplicity = 1